1.
Molecular formula: C19H34F9N5O9PS
Method: DFT, the ωB97M-V functional and the def2-TZVPD basis

Atoms and positions in Å:
C 2.33356 -4.56370 2.45932
C 1.15961 -4.92062 1.55692
C 0.13390 -3.77472 1.38748
N -0.32827 -3.56812 0.01206
P 0.19418 -2.13179 -0.89819
S 2.32411 -2.31952 -0.20638
C 0.37602 -3.22227 -2.52976
C 1.63729 -3.96131 -2.68664
O 1.80780 -5.13580 -2.40262
O 0.78715 -0.76236 -1.86958
C 0.63510 0.44748 -1.14515
C 0.46606 1.62005 -2.08283
C 1.18559 2.89545 -1.66934
C 2.69248 2.89174 -1.67633
F 3.25362 1.95810 -0.86457
F 3.10021 4.10766 -1.15178
C 3.35586 2.84125 -3.07364
F 2.84920 1.89023 -3.87565
F 3.07651 4.03924 -3.66497
C 4.89934 2.71827 -3.07639
F 5.47957 3.71654 -2.37796
F 5.28016 2.88249 -4.37267
C 5.48180 1.33295 -2.58763
F 6.14015 1.50496 -1.42345
F 6.39670 0.90807 -3.49502
F 4.54967 0.38449 -2.47591
C -0.56187 0.15186 -0.25528
N -0.88771 1.25339 0.64167
C -1.81367 0.99186 1.47644
C -2.95159 0.04383 1.22459
C -1.76701 1.65379 2.83249
O -0.22231 -1.01126 0.38763
H 2.07958 -4.62755 3.51709
H 3.15119 -5.26727 2.30253
H 2.72987 -3.58126 2.23164
H 1.56964 -5.16080 0.57711
H 0.66055 -5.81738 1.91741
H -0.73907 -4.09316 1.96953
H 0.49179 -2.87221 1.87308
H -0.11379 -4.40996 -0.50149
H -1.13676 -1.99126 -1.32536
H 2.93961 -1.66450 -1.19424
H 0.33722 -2.49170 -3.33442
H -0.49083 -3.86693 -2.65357
H 2.48597 -3.38176 -3.09421
H 1.46990 0.46764 -0.43636
H -0.59745 1.86399 -2.08598
H 0.68829 1.28083 -3.08758
H 0.89923 3.11361 -0.64189
H 0.86647 3.75480 -2.25228
H -1.38369 0.03922 -0.98806
H -3.65921 0.04182 2.04510
H -2.54550 -0.96926 1.17311
H -3.42002 0.23690 0.26585
H -2.44031 2.50403 2.89852
H -0.74531 1.97258 2.98979
H -2.03951 0.88715 3.54811
C -1.21847 5.71930 -0.09922
N -2.04060 4.48148 -0.16729
O -1.96703 3.81426 -1.17266
O -2.72502 4.22997 0.79861
H -0.66162 5.81237 -1.02381
H -1.89883 6.55398 0.03810
H -0.55221 5.61781 0.75191
C -5.10982 -2.58341 -2.70608
N -3.91501 -2.53142 -1.81655
O -3.91901 -3.24168 -0.83702
O -3.03162 -1.77551 -2.14875
H -5.81595 -3.29408 -2.29298
H -5.53123 -1.58359 -2.74039
H -4.76963 -2.89285 -3.68949
C -2.61150 1.84577 7.61432
N -2.83022 1.16300 6.31006
O -2.38666 0.04526 6.17930
O -3.43867 1.78179 5.46727
H -2.05707 1.17751 8.26178
H -2.05253 2.75455 7.41480
H -3.58836 2.07568 8.02777

Forces on atoms 1 to 3 (eV/Å):
C 0.124 -0.506 0.174
C 0.334 0.552 -0.313
C -0.608 -1.037 0.282

- HOMO (eV) = -4.3
- net charge = -1

Atom-resolved charges from Mulliken, all expressed in e:
1 C -1.30
2 C -0.18
3 C -1.10
4 N -0.53
5 P 2.26
6 S -0.35
7 C -1.29
8 C 0.12
9 O -0.57
10 O -0.97
11 C 0.65
12 C -1.62
13 C -1.08
14 C 1.04
15 F -0.26
16 F -0.38
17 C 0.51
18 F -0.27
19 F -0.36
20 C 0.57
21 F -0.27
22 F -0.32
23 C 0.70
24 F -0.27
25 F -0.28
26 F -0.18
27 C -0.84
28 N -0.01
29 C 0.92
30 C -1.29
31 C -1.26
32 O -0.58
33 H 0.34
34 H 0.36
35 H 0.29
36 H 0.18
37 H 0.44
38 H 0.42
39 H 0.39
40 H 0.31
41 H -0.57
42 H 0.02
43 H 0.43
44 H 0.47
45 H 0.24
46 H 0.58
47 H 0.41
48 H 0.58
49 H 0.31
50 H 0.46
51 H 0.30
52 H 0.47
53 H 0.23
54 H 0.26
55 H 0.29
56 H 0.35
57 H 0.27
58 C -0.81
59 N 0.94
60 O -0.49
61 O -0.55
62 H 0.30
63 H 0.29
64 H 0.31
65 C -0.83
66 N 0.83
67 O -0.53
68 O -0.42
69 H 0.30
70 H 0.30
71 H 0.29
72 C -0.75
73 N 0.85
74 O -0.50
75 O -0.48
76 H 0.30
77 H 0.29
78 H 0.28



2.
Molecular formula: C19H34LuN3O5P2
Method: DFT, the ωB97M-V functional and the def2-TZVPD basis

Atoms and positions in Å:
Lu 0.66171 0.18375 -0.52628
P 2.84165 -1.68543 -0.67480
C 3.00284 -2.06819 -2.47473
C 1.64588 -2.29353 -3.10571
N 0.54058 -1.67556 -2.59098
C -0.63361 -1.97408 -3.21775
C -0.71842 -2.77004 -4.35280
C 0.42982 -3.31826 -4.89313
C 1.63167 -3.07763 -4.25199
C -1.95134 -1.41990 -2.70612
P -1.73244 0.10237 -1.69698
H 2.58231 -3.49626 -4.61139
H -1.69879 -2.89650 -4.82787
H 0.39231 -3.91229 -5.79623
H -2.60749 -1.20573 -3.56839
H -2.48425 -2.16160 -2.08163
H 3.51318 -1.20889 -2.96742
H 3.64709 -2.95412 -2.63150
H 2.33031 3.35460 -3.28927
O 3.00466 2.89407 -3.80996
H 2.98415 3.36535 -4.66410
H -0.79636 4.23442 -1.11091
O -0.50166 4.90441 -1.74974
H -0.92812 5.72491 -1.42903
C -1.81907 1.45675 -2.93556
H -2.78832 1.47407 -3.45136
H -1.67625 2.40178 -2.38482
H -1.00899 1.32718 -3.67395
C -3.22382 0.21849 -0.68402
H -3.10061 1.13513 -0.09567
H -4.13628 0.27482 -1.27994
H -3.26112 -0.66417 -0.03372
C 2.86018 -3.38666 0.04445
H 3.76690 -3.96508 -0.19147
H 2.78643 -3.23549 1.13147
H 1.98303 -3.93859 -0.32826
C 4.45494 -0.92821 -0.28837
H 4.38692 -0.69305 0.77930
H 5.31278 -1.57783 -0.48390
H 4.53989 -0.01277 -0.88684
C -2.82413 0.12197 5.01103
C -2.25426 0.23132 3.60711
C -0.88288 0.97230 3.47847
C -0.94387 2.47543 3.96444
C -2.02971 3.32905 3.36254
C 0.14816 0.29297 4.42524
O 0.06073 0.30178 5.63681
N 1.23752 -0.35824 3.85204
C 1.41712 -0.59491 2.50536
O 2.42822 -1.12360 2.05951
N 0.43199 -0.13424 1.67696
C -0.40493 0.85873 2.03242
O -0.73250 1.58494 1.03681
H -2.15474 -0.46475 5.64477
H -3.78820 -0.39354 4.98208
H -2.97460 1.10283 5.47250
H -2.09871 -0.77793 3.20354
H -2.97371 0.72389 2.94024
H -1.00172 2.48608 5.06410
H 0.04196 2.89748 3.71696
H -3.03583 2.96249 3.58110
H -1.94046 4.33272 3.78232
H -1.88271 3.39036 2.28378
H 1.92495 -0.74933 4.47122

Forces on atoms 1 to 3 (eV/Å):
Lu 0.277 -0.885 0.760
P 0.721 -0.519 -0.541
C 0.012 0.535 0.058

- HOMO (eV) = -15.2
- net charge = +2
- ΔE to the lowest compared entry with this formula, charge and spin (kcal/mol) = 0.0

Atom-resolved charges from Mulliken, all expressed in e:
1 Lu 1.04
2 P 0.49
3 C -0.84
4 C 0.48
5 N 0.24
6 C 0.46
7 C -0.82
8 C -0.58
9 C -0.87
10 C -0.94
11 P 0.43
12 H 0.46
13 H 0.44
14 H 0.46
15 H 0.58
16 H 0.41
17 H 0.39
18 H 0.50
19 H 0.30
20 O -0.62
21 H 0.32
22 H 0.29
23 O -0.60
24 H 0.33
25 C -1.15
26 H 0.44
27 H 0.31
28 H 0.36
29 C -1.13
30 H 0.27
31 H 0.51
32 H 0.38
33 C -1.24
34 H 0.42
35 H 0.35
36 H 0.34
37 C -1.17
38 H 0.38
39 H 0.39
40 H 0.38
41 C -1.33
42 C -0.83
43 C 1.96
44 C -0.97
45 C -1.17
46 C -0.20
47 O -0.57
48 N -0.02
49 C 0.25
50 O -0.58
51 N -0.50
52 C 0.22
53 O -0.52
54 H 0.34
55 H 0.42
56 H 0.32
57 H 0.42
58 H 0.38
59 H 0.51
60 H 0.45
61 H 0.29
62 H 0.44
63 H 0.19
64 H 0.31